C44H30Cl6F3GeN5O8SSbSeTi | wB97M-V/def2-TZVPD

Properties
Total charge = -2
LUMO level (spin up / spin down) = 2.36 / 2.37 eV
Multiplicity = 2

CARTESIAN COORDINATES (ANGSTROEM)
1 Sb -2.50670 1.16789 1.54435
2 Se 0.17646 -5.02448 1.85409
3 Ge 0.08497 -1.33073 4.27774
4 Ti 0.89618 -0.57056 1.20812
5 Cl 0.69057 2.85510 0.33786
6 Cl 1.75901 5.56290 -0.07689
7 Cl 5.99759 2.25495 0.04621
8 Cl -0.42999 -2.81930 5.98901
9 Cl -1.81678 -0.01534 4.68243
10 Cl 1.78627 -0.19636 5.41690
11 S -0.94228 -2.05576 0.43587
12 F 0.51588 -1.20231 -8.24483
13 F 1.70639 -2.84833 -7.52189
14 F -0.44196 -2.99062 -7.51544
15 O 0.61578 0.76147 2.42886
16 O -1.53221 -1.20895 -0.57347
17 O 0.53060 -2.25856 0.16314
18 O 3.49849 3.93282 3.45549
19 O 1.38168 2.53017 3.54735
20 O -1.63150 -3.30490 0.63211
21 O 5.34856 4.05285 2.26106
22 O -0.84370 -1.20196 1.70385
23 N 2.24068 -1.90486 2.61844
24 N 2.78994 0.39835 1.10638
25 N 1.87263 -5.30950 1.43562
26 N 3.97496 0.47166 0.43143
27 N 0.50472 -3.46169 2.59819
28 C 0.55860 -1.56902 -5.89137
29 C 2.54687 -4.21182 1.75777
30 C 0.46714 -0.20049 -5.67224
31 C 4.63452 1.60689 0.82641
32 C 2.76325 1.44087 1.96394
33 C 0.65600 -0.55313 -3.28657
34 C 5.79353 -0.78712 -0.64232
35 C -2.12826 4.69135 -1.04942
36 C 1.75504 -3.14003 2.33620
37 C 0.75024 -0.10152 -1.94616
38 C 3.57482 -1.79666 2.60734
39 C 4.42450 -2.79905 2.14223
40 C 0.66052 -2.44032 -4.80678
41 C -6.47874 3.33589 1.62758
42 C -5.15552 3.01865 1.34298
43 C 6.22021 -1.88114 -1.37357
44 C 3.90890 2.24304 1.80991
45 C -6.46123 1.76709 3.43556
46 C -2.42605 2.42227 -0.26043
47 C 5.32119 -2.84472 -1.80187
48 C 1.44043 3.98991 -0.81441
49 C 4.30932 3.49038 2.52433
50 C -4.78215 -2.60707 1.57858
51 C -2.14427 2.86579 -2.61061
52 C 3.53801 -1.59865 -0.76735
53 C 0.57921 -2.13390 -7.26954
54 C 0.78518 0.12510 -0.74870
55 C -2.05923 4.22678 -2.35827
56 C 0.70663 -1.93824 -3.52469
57 C -4.59207 -0.44094 -0.14069
58 C 1.53845 1.62330 2.74098
59 C -2.30750 3.78975 -0.01249
60 C -7.14043 2.70319 2.66701
61 C 0.51685 0.30237 -4.38514
62 C 3.97986 -2.69268 -1.48564
63 C -5.50835 -2.59654 0.39980
64 C -5.41932 -1.50683 -0.45530
65 C -4.46716 2.07108 2.09132
66 C 3.92813 -3.99979 1.67015
67 C -5.13872 1.46395 3.15156
68 C -2.31103 1.96114 -1.56674
69 C -3.82661 -0.46787 1.01881
70 C 4.43887 -0.61955 -0.33968
71 C -3.94443 -1.54303 1.88658
72 H 2.63914 3.40034 3.55911
73 H 2.48719 -1.51882 -0.52906
74 H 0.74664 4.13387 -1.63662
75 H 0.70584 -3.50727 -4.98571
76 H -6.00015 -1.48474 -1.37094
77 H -4.66427 3.51552 0.51781
78 H -8.17854 2.93445 2.87578
79 H 6.52440 -0.08310 -0.28922
80 H -6.96930 1.26496 4.25039
81 H 5.66153 -3.70213 -2.36647
82 H -2.32550 0.89355 -1.75248
83 H -2.03304 5.75047 -0.84143
84 H 0.77597 -2.60129 -2.67230
85 H -3.37143 -1.56983 2.80540
86 H 5.49270 -2.62711 2.14887
87 H -4.53741 0.41469 -0.80365
88 H -2.34353 4.14638 1.01278
89 H -6.99794 4.07216 1.02359
90 H -6.15261 -3.43173 0.14984
91 H 3.26182 -3.44137 -1.79282
92 H 7.27570 -1.98235 -1.59240
93 H 0.45696 1.36938 -4.21772
94 H 3.96197 -0.87862 3.03410
95 H -4.61366 0.73463 3.75964
96 H -2.07890 2.50634 -3.63160
97 H 2.39101 3.57492 -1.13684
98 H -1.93333 4.92893 -3.17446
99 H 0.36242 0.46476 -6.51859
100 H 4.58064 -4.78183 1.30681
101 H -4.85578 -3.44782 2.25714

Atomic forces in eV per Å
-1.0767 0.7009 0.0284
1.0342 0.5015 0.4864
-0.6892 0.2586 1.0287
1.2874 -1.2935 -0.8342
0.2762 1.1391 -0.5452
0.0687 0.2146 0.0668
0.1116 -0.1378 -0.1067
0.0244 -0.3234 0.2211
-0.2166 0.1649 0.3024
0.4204 0.2879 0.3462
-2.0078 -0.0701 -1.3452
-0.0194 0.1260 0.1627
-0.0036 0.0188 0.1338
-0.0060 0.0235 0.1582
0.5591 2.9524 2.0198
-0.3549 -0.4257 -0.3278
0.3421 -1.3742 -0.3706
0.0210 0.0927 0.0407
0.4270 -0.0381 -0.2963
0.1099 -0.3353 0.2950
0.0177 -0.0664 -0.0268
-1.0374 -0.7126 -0.2229
1.5857 -0.2254 -0.3327
1.6658 1.4027 0.9621
0.0347 -0.3724 -0.2331
-0.4133 0.9080 0.7240
-0.4693 -0.4975 -0.5132
-0.0060 0.0626 0.1041
-0.5881 0.4040 0.2582
0.0207 -0.1388 -0.1838
-0.2679 -0.0239 -0.1647
1.2089 -0.8334 -1.5449
-0.0348 -0.1814 -0.1804
-0.2280 0.2286 0.3065
0.0100 0.0195 0.0068
0.0314 -1.4906 0.2102
0.2511 0.6599 0.1032
-1.5600 0.0263 0.3213
0.4783 -1.1559 -0.0784
0.0346 0.0857 -0.1858
-0.0581 0.0401 -0.0048
0.0163 0.0454 0.0330
0.0189 -0.1583 -0.0257
-0.1016 -0.1938 0.1818
-0.0046 0.0065 0.0285
-0.2076 -0.5142 0.1904
-0.0187 0.1026 0.0240
-0.2761 -0.4565 0.2352
0.0299 0.2675 0.1079
-0.0940 0.0627 -0.0310
0.0302 -0.0785 -0.1465
-0.0606 0.4217 0.2234
-0.0172 -0.1821 -0.4207
0.1002 0.3779 -1.0842
0.0166 0.0682 0.0022
-0.0153 -0.0214 0.0462
-0.0343 -0.0885 0.0056
-1.7455 -0.1216 1.0349
-0.0779 -0.0754 -0.0801
-0.0595 0.0185 0.0070
0.0212 0.0483 0.1392
0.0636 -0.1042 -0.0950
-0.0942 -0.0931 0.0455
-0.0666 0.1069 -0.0902
0.3513 0.0351 -0.0229
0.5803 0.5255 0.2640
0.0885 0.0290 0.1561
-0.0406 0.0659 0.1018
0.2536 0.2633 -0.2376
0.1817 -0.9363 -0.7904
0.0445 -0.0696 0.0994
0.0106 -0.0753 -0.0650
0.0725 -0.0141 -0.1785
0.0318 -0.0603 0.0403
0.0135 -0.0255 0.0592
0.0000 -0.0168 -0.0082
-0.0657 -0.0008 -0.0675
-0.0086 0.0062 0.0128
0.0648 0.0061 0.0052
0.0218 -0.0061 0.0320
-0.0002 -0.0212 -0.0185
-0.0149 -0.0181 -0.0896
-0.0082 0.0262 0.0098
-0.0329 0.0013 0.0402
0.0992 0.0089 0.0162
0.0014 0.0388 0.0087
-0.0014 -0.0148 -0.0563
0.0003 0.0768 -0.0095
0.0016 0.0063 -0.0142
0.0015 -0.0133 -0.0128
-0.0661 0.0166 0.0252
0.0045 0.0042 0.0047
-0.0154 0.0160 0.0362
0.0546 0.1449 -0.3194
-0.0502 -0.0593 0.0227
0.0230 -0.0378 -0.0141
-0.0985 -0.0299 -0.0169
0.0105 -0.0087 -0.0292
0.0283 0.0520 0.0269
0.0287 0.0438 -0.1444
0.0270 -0.0194 0.0131